Record 1
This record from the Open Molecules 2025 dataset describes a single C3H5NO2S molecule. The level of theory is wB97M-V/def2-TZVPD.

ORCA input file:
```
! wB97M-V def2-TZVPD RIJCOSX def2/J DEFGRID3
* xyz 0 1
S -1.8998 -0.1804 -0.9904
O -1.5041 -1.2875 1.5038
O -0.7244 1.9211 0.5048
N 1.3903 -1.1213 -0.5034
C -0.5994 0.6345 0.1233
C 1.0862 0.2295 -0.4374
C -1.3333 -0.4923 0.6366
H 1.6731 0.7553 0.3094
H 1.3551 -1.6108 0.3798
H 0.8928 -1.6284 -1.2238
H -1.4750 2.0602 1.1026
H 1.1385 0.7200 -1.4051
*
```

Properties
HOMO-LUMO gap ... 9.593 eV
E_HOMO ... -9.10 eV
SMILES ... NC[C@@]1(O)SC1=O

Record 2
This record from the Open Molecules 2025 dataset describes a single C3H5NO2S molecule. The level of theory is wB97M-V/def2-TZVPD.

ORCA input file:
```
! wB97M-V def2-TZVPD RIJCOSX def2/J DEFGRID3
* xyz 0 3
S 1.4476 -1.0483 -0.0065
O 0.4814 1.3614 -0.0617
O -1.7285 1.2005 -0.0232
N -1.3080 -1.8600 -0.1311
C -0.4109 -0.8178 -0.0046
C 1.8380 0.8776 -0.0621
C -0.5681 0.4800 -0.0155
H -1.4453 1.9740 -0.4964
H 2.4109 1.2694 -0.8035
H 2.1958 0.9550 0.9463
H -1.9603 -1.6136 0.6034
H -0.9527 -2.7783 0.0549
*
```

Properties
HOMO-LUMO gap (alpha / beta) ... 4.824 / 7.446 eV
E_HOMO (alpha / beta) ... -4.22 / -9.12 eV

Record 3
This record from the Open Molecules 2025 dataset describes a single C3H5NO2S2 molecule. The level of theory is wB97M-V/def2-TZVPD.

ORCA input file:
```
! wB97M-V def2-TZVPD RIJCOSX def2/J DEFGRID3
* xyz 0 1
S -1.7918 1.2944 -0.7974
S 2.2858 -1.2358 1.5519
O 0.0886 -0.3762 2.6091
O 0.1090 -1.0324 -1.9142
N -0.9531 0.5816 0.4929
C 0.2004 0.0257 0.2666
C 0.8358 -0.1389 -1.1185
C 0.8250 -0.5367 1.5214
H -2.8855 1.6596 -0.1280
H -0.7390 0.0954 2.3948
H -0.6752 -0.6043 -2.2520
H 1.8383 -0.5386 -1.0065
H 0.8618 0.8062 -1.6200
*
```

Properties
HOMO-LUMO gap ... 8.181 eV
E_HOMO ... -9.04 eV
SMILES ... OC/C(=N\S)C(O)=S

It is found that the energy above the lowest of the compared OMol25 structures with the same formula, charge and spin values, taken in the order of the records, are 1.908 1.094 1.780 eV.